Record 1
The following is a quantum chemistry calculation of an isolated molecule of C5H9NS2, from the OMol25 dataset.

Geometry as XYZ:
```
17
Properties=species:S:1:pos:R:3:forces:R:3
S -2.43717 -0.06380 0.43070 -1.589 -0.220 3.002
C -0.82936 0.75010 0.63681 -4.188 1.679 0.957
C 0.45820 0.21761 0.91422 2.498 0.362 -0.190
C 0.71643 -1.30186 0.53682 -1.560 2.237 3.185
N 0.00146 -1.62258 -0.62602 -2.217 2.490 -3.065
C 0.36446 -0.37736 -1.44413 -0.784 -1.109 1.019
C 0.08076 0.75181 -0.51058 1.495 1.466 1.412
S 0.70072 2.37786 -0.80582 1.818 -0.347 -1.034
H -2.99271 -0.03916 1.87660 1.361 -0.049 -2.969
H -1.14269 1.74825 1.09225 1.157 -1.252 -0.866
H 1.14537 0.94704 1.52703 -1.164 -2.070 -1.074
H 1.77954 -1.34942 0.57399 0.827 -0.987 -0.619
H 0.22603 -1.80072 1.31174 0.050 -1.536 1.686
H -1.18939 -1.39812 -0.52500 4.508 -1.448 0.380
H 1.40770 -0.29913 -1.77868 -0.150 -0.419 0.189
H -0.27474 -0.36470 -2.25699 -1.050 0.085 -2.042
H 1.98540 1.82418 -0.95294 -1.011 1.118 0.030
```
Positions in Å, forces in eV/Å.

Structure (SMILES): S[C@H]1[C@H]2CNC[C@]21S
Energy relative to the best compared isomer or geometry (same formula, charge and spin) (kcal/mol): 89.9
Lowest unoccupied orbital energy (eV): 0.4
Strongest force on any atom (Eh/bohr): 0.09238

Record 2
The following is a quantum chemistry calculation of a structure of composition CCoFO4S, from the OMol25 dataset.

Geometry as XYZ:
```
8
Properties=species:S:1:pos:R:3:forces:R:3
S -0.64705 0.54466 1.53599 1.477 0.144 -1.804
F 0.42588 -0.43466 2.39513 -0.506 0.355 -0.383
O 0.10498 1.79360 1.36331 -0.808 -1.105 0.487
O -0.64341 -0.22625 0.16145 0.081 0.315 1.970
C 0.77114 -0.50481 -0.92507 0.674 2.097 -1.451
O 0.16452 -0.53807 -1.98096 0.119 -0.846 0.620
O 1.85296 -0.34079 -0.45721 -1.327 -0.940 0.381
Co -2.02902 -0.29368 -2.09265 0.290 -0.021 0.180
```
Positions in Å, forces in eV/Å.

<S²>: 3.76
Lowest unoccupied orbital energy (alpha / beta) (eV): 3.5 / 3.4
Total charge: -1
Strongest force on any atom (Eh/bohr): 0.05130
Spin multiplicity: 4

Record 3
The following is a quantum chemistry calculation of a structure of composition C18H12Cl5F9NO2SSiY, from the OMol25 dataset.

Geometry as XYZ:
```
50
Properties=species:S:1:pos:R:3:forces:R:3
Y -0.83363 0.42640 0.58166 0.169 -0.035 -0.053
Cl -7.59412 1.60018 -2.60865 -0.007 0.008 -0.010
C -6.21137 1.10830 -1.71358 0.000 0.001 -0.007
C -4.97667 1.70380 -1.95080 -0.020 -0.014 0.013
Cl -4.81105 2.93741 -3.13418 0.008 0.012 -0.014
C -3.87541 1.29181 -1.21671 -0.014 0.000 -0.012
Cl -2.31537 2.02214 -1.46657 0.047 0.006 0.024
C -3.94470 0.29293 -0.23986 -0.010 -0.005 0.054
O -2.88057 -0.06875 0.42750 -0.035 -0.056 -0.018
C -5.20029 -0.29286 -0.01703 -0.002 -0.003 0.002
Cl -5.30286 -1.52026 1.18160 0.000 0.023 -0.019
C -6.31452 0.10970 -0.74281 0.006 -0.037 0.045
Cl -7.83510 -0.63023 -0.43897 0.009 0.013 -0.015
C 4.37339 -2.43242 0.85994 0.011 0.005 0.000
Si 3.48686 -3.07484 -0.65163 -0.017 -0.006 0.010
C 2.47667 -4.60094 -0.28647 -0.020 -0.008 0.017
C 4.76316 -3.50090 -1.95432 0.020 0.006 -0.028
C 2.38044 -1.72304 -1.39349 -0.038 0.005 0.004
C 2.61373 -1.24492 -2.67334 0.025 -0.015 0.020
C 1.82058 -0.25174 -3.24883 -0.020 0.034 -0.034
C 0.78704 0.25316 -2.50454 -0.003 -0.027 0.013
N 0.52533 -0.18643 -1.26418 -0.043 0.076 0.048
C 1.28809 -1.15132 -0.70458 -0.013 -0.040 0.007
S 0.82554 -1.63647 0.92137 0.022 0.045 -0.040
H 5.07294 -3.18847 1.22515 -0.006 0.004 0.011
H 3.67988 -2.18803 1.66334 -0.007 -0.002 0.010
H 4.94797 -1.53474 0.62123 -0.002 -0.002 -0.004
H 3.12145 -5.39678 0.09389 0.007 0.003 0.001
H 1.99252 -4.96906 -1.19363 -0.003 0.001 0.001
H 1.70403 -4.40216 0.45577 0.006 -0.014 -0.007
H 5.42755 -4.27347 -1.56039 0.006 0.003 -0.002
H 5.38335 -2.64236 -2.22138 0.010 -0.009 0.000
H 4.31139 -3.89582 -2.86691 -0.004 0.003 0.002
H 3.43762 -1.64902 -3.24966 -0.005 -0.003 -0.001
H 2.00696 0.11595 -4.24731 0.003 -0.004 0.002
H 0.13068 1.02465 -2.88766 0.002 0.004 0.001
F 0.33835 5.18246 1.75117 -0.007 -0.005 0.001
C 0.72473 4.15829 2.51407 0.026 -0.022 -0.021
F 0.76229 4.58066 3.78656 -0.007 0.009 0.019
F 1.95848 3.81985 2.15097 0.006 0.017 -0.008
C -0.23788 2.94837 2.35248 -0.049 0.000 -0.049
O -0.04831 2.32847 1.16591 -0.001 -0.041 0.069
C 0.03421 1.92825 3.50607 0.016 -0.048 0.062
F -0.49946 0.70643 3.13219 -0.021 0.074 -0.079
F -0.51874 2.23440 4.66971 0.011 -0.009 -0.029
F 1.32974 1.71751 3.68523 -0.050 0.010 -0.010
C -1.72223 3.41468 2.42341 0.002 0.073 0.019
F -2.05303 4.12980 1.35336 0.017 -0.025 0.021
F -2.02956 4.11756 3.51084 0.012 -0.040 -0.035
F -2.50007 2.30186 2.40412 -0.034 0.034 0.021
```
Positions in Å, forces in eV/Å.

Energy relative to the best compared isomer or geometry (same formula, charge and spin) (kcal/mol): 0.1
Lowest unoccupied orbital energy (eV): 0.0
Strongest force on any atom (Eh/bohr): 0.00351

Record 4
The following is a quantum chemistry calculation of an isolated molecule of C2H4BrO2P, from the OMol25 dataset.

Geometry as XYZ:
```
10
Properties=species:S:1:pos:R:3:forces:R:3
C -1.69750 -0.14973 0.40021 1.601 0.158 -0.353
C -0.30672 0.35408 0.24418 1.184 3.882 1.135
O 0.12192 1.42176 0.71147 -1.114 -2.125 -0.882
O 0.51795 -0.39401 -0.48649 -0.706 -0.863 -0.426
P 1.87201 0.32056 -1.13216 0.662 -1.139 0.204
Br 3.27987 0.14649 0.63264 -0.154 0.003 -0.497
H -1.92372 0.00959 1.41535 -0.529 -0.348 1.339
H -1.64364 -1.15075 0.05719 -0.753 -1.090 0.009
H -2.37605 0.45165 -0.15342 -0.473 0.448 -0.771
H 2.15588 -1.00964 -1.68895 0.281 1.075 0.242
```
Positions in Å, forces in eV/Å.

Structure (SMILES): CC(=O)OPBr
Energy relative to the best compared isomer or geometry (same formula, charge and spin) (kcal/mol): 0.0
Lowest unoccupied orbital energy (eV): 0.2
Strongest force on any atom (Eh/bohr): 0.08196

What did the second record say?
The following is a quantum chemistry calculation of a structure of composition CCoFO4S, from the OMol25 dataset.

Geometry as XYZ:
```
8
Properties=species:S:1:pos:R:3:forces:R:3
S -0.64705 0.54466 1.53599 1.477 0.144 -1.804
F 0.42588 -0.43466 2.39513 -0.506 0.355 -0.383
O 0.10498 1.79360 1.36331 -0.808 -1.105 0.487
O -0.64341 -0.22625 0.16145 0.081 0.315 1.970
C 0.77114 -0.50481 -0.92507 0.674 2.097 -1.451
O 0.16452 -0.53807 -1.98096 0.119 -0.846 0.620
O 1.85296 -0.34079 -0.45721 -1.327 -0.940 0.381
Co -2.02902 -0.29368 -2.09265 0.290 -0.021 0.180
```
Positions in Å, forces in eV/Å.

<S²>: 3.76
Lowest unoccupied orbital energy (alpha / beta) (eV): 3.5 / 3.4
Total charge: -1
Strongest force on any atom (Eh/bohr): 0.05130
Spin multiplicity: 4

Q: strongest force on any atom of number 3 (C18H12Cl5F9NO2SSiY)?
A: 0.00351 Eh/bohr

Q: Which of these has the lowest strongest force on any atom?
A: C18H12Cl5F9NO2SSiY

Please write out number 4 again, unchanged.
The following is a quantum chemistry calculation of an isolated molecule of C2H4BrO2P, from the OMol25 dataset.

Geometry as XYZ:
```
10
Properties=species:S:1:pos:R:3:forces:R:3
C -1.69750 -0.14973 0.40021 1.601 0.158 -0.353
C -0.30672 0.35408 0.24418 1.184 3.882 1.135
O 0.12192 1.42176 0.71147 -1.114 -2.125 -0.882
O 0.51795 -0.39401 -0.48649 -0.706 -0.863 -0.426
P 1.87201 0.32056 -1.13216 0.662 -1.139 0.204
Br 3.27987 0.14649 0.63264 -0.154 0.003 -0.497
H -1.92372 0.00959 1.41535 -0.529 -0.348 1.339
H -1.64364 -1.15075 0.05719 -0.753 -1.090 0.009
H -2.37605 0.45165 -0.15342 -0.473 0.448 -0.771
H 2.15588 -1.00964 -1.68895 0.281 1.075 0.242
```
Positions in Å, forces in eV/Å.

Structure (SMILES): CC(=O)OPBr
Energy relative to the best compared isomer or geometry (same formula, charge and spin) (kcal/mol): 0.0
Lowest unoccupied orbital energy (eV): 0.2
Strongest force on any atom (Eh/bohr): 0.08196